Model P:
C24H27N3O5 | wB97M-V/def2-TZVPD

## Properties
- spin multiplicity = 1
- HOMO-LUMO gap (Ha) = 0.3269
- HOMO level (eV) = -8.279
- LUMO energy (eV) = 0.6
- net charge = 0

Last column: Mulliken charge in e.
Element x y z (Å)
C  4.20  1.04  2.41  -1.56
C  3.09  1.05  1.42  0.55
C  1.77  1.30  1.64  -0.91
C  1.11  1.24  0.37  0.39
C  -0.28  1.43  0.09  1.14
O  -0.78  1.34  -1.02  -0.98
C  -1.16  1.77  1.30  -0.87
O  -2.49  2.01  0.90  -0.28
C  -2.69  3.11  0.16  0.68
O  -1.85  3.96  -0.01  -0.59
C  -4.09  3.16  -0.41  -0.85
C  -4.24  2.15  -1.57  -0.95
C  -4.38  0.75  -1.05  0.71
N  -5.55  0.32  -0.74  -0.63
C  -5.65  -0.95  -0.23  0.15
C  -6.92  -1.45  0.09  -0.31
C  -7.05  -2.72  0.61  -0.35
C  -5.93  -3.52  0.83  -0.58
C  -4.68  -3.05  0.52  -0.60
C  -4.52  -1.77  -0.02  0.18
C  -3.20  -1.24  -0.35  0.55
O  -2.14  -1.81  -0.17  -0.73
N  -3.24  0.02  -0.92  0.08
C  2.09  0.94  -0.57  0.61
C  1.92  0.79  -2.04  -1.76
N  3.28  0.82  0.07  0.38
C  4.53  0.48  -0.54  -1.63
C  4.60  -0.99  -1.00  0.75
C  4.49  -1.99  0.16  -0.71
C  5.95  -2.19  0.55  -0.56
C  6.64  -2.10  -0.81  -0.60
O  5.86  -1.21  -1.61  -0.49
H  4.94  1.80  2.17  0.31
H  3.79  1.26  3.40  0.39
H  4.70  0.07  2.47  0.22
H  1.31  1.51  2.58  0.47
H  -1.20  0.91  1.98  0.47
H  -0.75  2.64  1.81  0.49
H  -4.81  2.92  0.37  0.43
H  -4.26  4.17  -0.78  0.35
H  -3.39  2.23  -2.24  0.39
H  -5.16  2.40  -2.11  0.45
H  -7.78  -0.82  -0.08  0.46
H  -8.03  -3.10  0.86  0.38
H  -6.05  -4.51  1.23  0.40
H  -3.79  -3.65  0.67  0.47
H  -2.34  0.46  -1.13  0.00
H  1.56  -0.21  -2.28  0.27
H  1.15  1.49  -2.37  0.52
H  2.84  0.98  -2.58  0.39
H  5.34  0.66  0.18  0.36
H  4.71  1.12  -1.41  0.30
H  3.82  -1.16  -1.76  0.27
H  4.06  -2.93  -0.20  0.39
H  3.87  -1.61  0.97  0.32
H  6.30  -1.40  1.21  0.17
H  6.13  -3.15  1.03  0.46
H  6.67  -3.08  -1.30  0.30
H  7.66  -1.70  -0.76  0.33

---

Model Q:
C24H27N3O5 | wB97M-V/def2-TZVPD

## Properties
- spin multiplicity = 1
- HOMO-LUMO gap (Ha) = 0.2961
- HOMO level (eV) = -8.079
- LUMO energy (eV) = 0.0
- net charge = 0

Last column: Mulliken charge in e.
Element x y z (Å)
C  -5.54  -2.21  -2.03  -1.27
C  -5.07  -2.13  -0.58  -0.45
N  -5.50  -0.96  0.18  0.41
C  -6.93  -0.91  0.45  -0.47
C  -7.41  -2.10  1.29  -1.36
C  -5.03  0.31  -0.35  -1.42
C  -3.51  0.41  -0.43  -0.11
C  -2.87  0.09  0.93  -1.13
N  -1.45  -0.13  0.83  0.29
C  -0.93  -1.29  0.38  0.26
O  -1.56  -2.27  0.07  -0.70
C  0.59  -1.12  0.38  0.60
O  1.39  -1.99  0.11  -0.66
C  0.84  0.24  0.82  -0.68
C  2.02  0.85  1.06  1.48
O  2.01  2.08  1.62  -0.56
C  3.33  0.25  0.76  -0.25
C  4.33  0.29  1.73  -0.49
C  5.59  -0.26  1.50  -1.19
C  5.81  -0.83  0.27  1.08
C  4.81  -0.85  -0.71  0.83
C  3.57  -0.32  -0.50  -1.23
O  5.31  -1.43  -1.84  -0.49
C  6.62  -1.84  -1.52  -0.24
O  6.94  -1.41  -0.21  -0.48
C  -0.49  0.93  1.06  -0.14
C  -0.68  2.07  0.08  0.84
C  -1.15  3.31  0.50  -0.88
C  -1.33  4.30  -0.45  -0.52
C  -1.03  4.02  -1.77  -0.49
C  -0.56  2.76  -2.08  -0.39
N  -0.39  1.81  -1.18  -0.35
H  -6.62  -2.21  -2.10  0.29
H  -5.15  -1.38  -2.62  0.29
H  -5.17  -3.14  -2.47  0.44
H  -5.42  -3.01  -0.04  0.55
H  -3.98  -2.17  -0.55  0.03
H  -7.53  -0.84  -0.47  0.35
H  -7.11  0.00  1.03  0.41
H  -7.47  -3.01  0.70  0.30
H  -6.73  -2.26  2.12  0.30
H  -8.40  -1.88  1.68  0.43
H  -5.39  1.09  0.33  0.49
H  -5.45  0.53  -1.34  0.44
H  -3.12  -0.29  -1.16  0.31
H  -3.24  1.42  -0.75  0.27
H  -3.05  0.90  1.64  0.16
H  -3.33  -0.82  1.31  0.62
H  2.92  2.40  1.72  0.43
H  4.12  0.72  2.70  0.51
H  6.35  -0.25  2.26  0.42
H  2.81  -0.33  -1.26  0.51
H  7.33  -1.39  -2.24  0.24
H  6.70  -2.94  -1.58  0.27
H  -0.57  1.31  2.09  0.33
H  -1.36  3.49  1.54  0.45
H  -1.69  5.28  -0.16  0.43
H  -1.16  4.77  -2.54  0.44
H  -0.32  2.48  -3.10  0.43

---

Verdict on stability: model Q comes out at the bottom.

---

Model P:
C6H12N2 | wB97M-V/def2-TZVPD

## Properties
- spin multiplicity = 2
- HOMO-LUMO gap (alpha / beta) (Ha) = 0.3871 / 0.2337
- HOMO level (alpha / beta) (eV) = -14.572 / -14.573
- <S²> = 0.7564
- LUMO energy (alpha / beta) (eV) = -4.0 / -8.2
- net charge = +1

Last column: Mulliken spin population.
Element x y z (Å)
C  2.75  0.03  0.39  0.00
C  2.45  1.49  1.01  0.00
H  3.49  -0.36  1.00  0.00
H  1.95  -0.68  0.58  0.00
H  2.98  0.10  -0.63  0.00
H  1.47  1.73  1.19  0.00
H  3.01  1.80  1.88  0.00
H  2.88  2.21  0.36  0.00
C  -2.21  1.04  0.49  0.03
C  -1.91  -2.34  -0.50  0.16
C  -1.77  -0.14  -0.20  0.33
C  -1.20  -0.39  -1.44  0.33
N  -2.10  -1.44  0.39  -0.05
N  -1.31  -1.77  -1.64  0.10
H  -2.01  -3.42  -0.36  0.01
H  -0.70  -2.27  -2.35  -0.01
H  -1.03  0.35  -2.22  0.01
H  -2.44  1.80  -0.22  0.01
H  -1.33  1.44  1.15  0.07
H  -2.96  0.81  1.12  0.01

---

Model Q:
C6H12N2 | wB97M-V/def2-TZVPD

## Properties
- spin multiplicity = 2
- HOMO-LUMO gap (alpha / beta) (Ha) = 0.3420 / 0.2008
- HOMO level (alpha / beta) (eV) = -13.600 / -13.599
- <S²> = 0.7601
- LUMO energy (alpha / beta) (eV) = -4.3 / -8.1
- net charge = +1

Last column: Mulliken spin population.
Element x y z (Å)
C  -1.07  -1.76  1.54  0.04
C  1.10  -0.49  0.96  0.38
C  -0.25  -0.57  1.42  0.34
C  0.34  1.57  1.55  0.21
N  1.42  0.91  0.98  0.01
N  -0.70  0.79  1.75  -0.08
H  1.61  -1.27  0.43  0.01
H  2.15  1.34  0.55  0.00
H  -2.21  -1.38  1.58  0.00
H  -0.98  -2.53  2.36  0.04
H  0.51  2.56  1.67  0.02
H  -0.85  -2.25  0.52  0.03
C  -0.19  0.29  -3.91  0.00
C  -0.42  -0.34  -2.61  0.00
H  0.75  0.91  -3.86  0.00
H  -0.23  -0.46  -4.82  0.00
H  -1.19  0.82  -4.39  0.00
H  0.51  -0.64  -2.08  0.00
H  -0.99  -1.36  -2.73  0.00
H  -1.19  0.25  -1.96  0.00

---

Verdict on stability: model Q comes out at the bottom.

---

Model P:
C3H15NO3 | wB97M-V/def2-TZVPD

## Properties
- spin multiplicity = 1
- HOMO-LUMO gap (Ha) = 0.3789
- HOMO level (eV) = -9.451
- LUMO energy (eV) = 0.9
- net charge = 0

Last column: Mulliken charge in e.
Element x y z (Å)
C  1.28  -1.85  0.72  -0.98
C  1.91  -0.46  0.76  -0.39
C  1.77  0.45  -0.55  -0.44
N  0.67  1.47  -0.48  -0.59
H  1.84  -2.54  0.13  0.36
H  1.15  -2.28  1.71  0.33
H  0.29  -1.76  0.19  0.11
H  2.97  -0.47  0.91  0.33
H  1.55  0.17  1.58  0.33
H  2.74  1.04  -0.72  0.29
H  1.54  -0.32  -1.34  0.23
H  0.46  1.52  0.51  0.18
H  0.96  2.44  -0.78  0.21
O  -2.39  -0.75  0.15  -0.64
H  -3.28  -0.93  -0.20  0.30
H  -1.82  -1.05  -0.51  0.27
O  -1.07  -0.16  -2.19  -0.69
H  -0.68  0.06  -3.04  0.31
H  -0.48  0.31  -1.60  0.41
O  -1.35  1.32  1.70  -0.63
H  -1.37  0.84  2.54  0.31
H  -1.76  0.67  1.17  0.37

---

Model Q:
C3H15NO3 | wB97M-V/def2-TZVPD

## Properties
- spin multiplicity = 1
- HOMO-LUMO gap (Ha) = 0.3334
- HOMO level (eV) = -8.516
- LUMO energy (eV) = 0.6
- net charge = 0

Last column: Mulliken charge in e.
Element x y z (Å)
C  0.29  -1.18  2.28  -1.11
C  1.05  -0.02  1.74  -0.06
C  0.36  1.05  0.90  -0.63
N  0.21  0.85  -0.53  -0.14
H  0.07  -2.03  1.63  0.26
H  -0.74  -0.89  2.67  0.27
H  0.69  -1.65  3.19  0.35
H  1.36  0.62  2.74  0.17
H  2.06  -0.27  1.13  0.17
H  0.77  2.19  0.98  0.25
H  -0.72  1.27  1.26  0.26
H  0.64  0.09  -0.78  0.03
H  0.82  1.63  -0.94  0.27
O  -1.35  2.12  -2.44  -0.64
H  -1.36  2.87  -1.80  0.31
H  -0.38  2.09  -2.75  0.31
O  -2.31  -1.39  -1.07  -0.63
H  -3.18  -0.83  -1.20  0.31
H  -1.94  -1.10  -1.94  0.30
O  1.21  -1.44  -1.66  -0.66
H  1.81  -2.04  -2.21  0.30
H  0.62  -1.94  -1.20  0.30

---

Model R:
C3H15NO3 | wB97M-V/def2-TZVPD

## Properties
- spin multiplicity = 1
- HOMO-LUMO gap (Ha) = 0.1527
- HOMO level (eV) = -9.289
- LUMO energy (eV) = -5.1
- net charge = 0

Last column: Mulliken charge in e.
Element x y z (Å)
C  -0.84  -0.95  -1.58  -1.07
C  0.10  -0.07  -0.77  -0.37
N  1.42  -0.68  -0.64  -0.17
C  2.43  0.29  -0.05  -0.57
H  -0.98  -1.90  -0.99  0.33
H  -1.74  -0.38  -1.82  0.29
H  -0.31  -1.10  -2.58  0.31
H  0.14  1.01  -0.84  0.70
H  -0.37  -0.11  0.34  0.25
H  1.20  -1.31  0.22  0.37
H  2.87  1.00  -0.80  0.27
H  3.19  -0.27  0.35  0.38
H  1.85  0.80  0.71  0.23
H  -2.14  -0.87  1.43  0.01
H  0.27  2.63  2.12  0.20
O  0.22  2.15  1.30  -0.72
H  0.55  -3.24  0.78  0.23
H  -2.65  2.54  0.38  0.25
O  -0.03  -2.44  0.76  -0.64
H  -1.02  2.27  0.57  0.39
H  -2.28  -1.56  1.16  -0.02
O  -1.87  2.19  -0.04  -0.65

---

Model S:
C3H15NO3 | wB97M-V/def2-TZVPD

## Properties
- spin multiplicity = 1
- HOMO-LUMO gap (Ha) = 0.3717
- HOMO level (eV) = -9.541
- LUMO energy (eV) = 0.6
- net charge = 0

Last column: Mulliken charge in e.
Element x y z (Å)
C  -2.98  0.69  -0.09  -1.33
C  -1.70  -0.11  -0.28  0.56
C  -0.60  0.15  0.84  -1.32
N  -1.10  0.22  -1.54  -0.64
H  -3.22  0.98  1.03  0.27
H  -3.82  0.16  -0.56  0.36
H  -2.94  1.60  -0.64  0.39
H  -1.87  -1.17  -0.29  0.23
H  0.18  -0.53  0.59  0.15
H  -0.87  -0.05  1.83  0.48
H  -0.39  1.21  0.72  0.38
H  -1.78  -0.17  -2.28  0.21
H  -0.74  1.07  -1.94  0.25
O  2.70  -1.18  1.00  -0.69
H  3.54  -1.59  1.15  0.25
H  2.25  -1.18  0.01  0.44
O  1.68  -1.00  -1.59  -0.67
H  0.90  -0.48  -1.76  0.33
H  2.01  -1.30  -2.51  0.30
O  2.71  1.19  2.12  -0.69
H  2.36  0.31  1.75  0.45
H  3.69  1.18  2.43  0.27

---

Verdict on stability: model R comes out at the bottom.